Record 1
A 6-piece molecular cluster, C52H52FI2N5O5 overall. Source: OMol25; level of theory: the ωB97M-V functional and the def2-TZVPD basis.

Geometry as XYZ:
```
117
Properties=species:S:1:pos:R:3:lowdin_charge:R:1
C 5.66 1.48 -0.19 -0.183
C 6.26 0.66 0.93 -0.721
I 8.37 1.12 1.00 0.851
C 5.61 0.87 2.34 -0.215
C 4.43 1.78 2.33 -0.218
C 4.44 3.11 2.43 -0.557
I 6.14 4.29 2.68 0.997
C 3.14 3.84 2.38 -0.403
O 2.94 4.81 3.05 0.087
C 2.14 3.26 1.45 -0.028
C 1.27 4.04 0.68 -0.073
C 1.35 5.54 0.75 -0.093
C 2.69 6.11 0.24 -0.172
F 3.21 5.30 -0.76 -0.038
C 0.36 3.38 -0.17 -0.062
C -0.53 4.20 -1.09 -0.075
C -1.80 4.75 -0.45 -0.226
O -1.80 5.78 0.16 0.073
C 0.30 1.97 -0.23 -0.073
C -0.67 1.20 -1.09 -0.048
C -1.81 0.61 -0.23 -0.369
C -2.10 -0.83 -0.63 -0.015
O -2.96 1.45 -0.34 -0.142
C -3.73 1.44 0.87 -0.147
C -3.46 2.62 1.77 -0.201
C -4.38 3.66 1.81 -0.038
C -4.13 4.78 2.62 -0.076
C -2.97 4.84 3.39 -0.082
C -2.05 3.80 3.34 -0.069
C -2.29 2.69 2.54 -0.032
C 1.19 1.22 0.55 -0.196
O 1.15 -0.16 0.52 0.063
C 2.10 1.87 1.37 -0.013
C 3.09 1.11 2.19 -0.287
O 2.87 0.06 2.73 0.163
H 4.59 1.28 -0.31 0.079
H 5.76 2.55 -0.02 0.052
H 6.19 1.27 -1.12 0.066
H 6.20 -0.38 0.65 0.068
H 5.31 -0.12 2.67 0.114
H 6.36 1.22 3.04 0.058
H 0.53 6.00 0.21 0.084
H 1.24 5.88 1.77 0.125
H 3.40 6.19 1.05 0.098
H 2.52 7.11 -0.14 0.120
H 0.04 5.06 -1.42 0.122
H -0.81 3.64 -1.98 0.094
H -2.72 4.19 -0.63 0.108
H -1.04 1.80 -1.91 0.108
H -0.14 0.34 -1.50 0.113
H -1.45 0.63 0.79 0.120
H -1.36 -1.46 -0.15 0.084
H -3.09 -1.16 -0.33 0.076
H -1.98 -0.98 -1.70 0.086
H -3.57 0.50 1.40 0.131
H -4.78 1.46 0.57 0.122
H -5.28 3.65 1.21 0.112
H -4.85 5.58 2.64 0.102
H -2.78 5.70 4.03 0.101
H -1.14 3.84 3.92 0.102
H -1.56 1.89 2.50 0.106
H 1.52 -0.48 -0.31 0.125
N -5.93 1.69 -3.27 0.057
C -6.32 2.26 -4.41 -0.159
C -5.61 3.26 -5.05 -0.077
C -4.42 3.69 -4.49 -0.079
C -4.00 3.10 -3.30 -0.064
C -4.79 2.11 -2.73 -0.134
H -7.26 1.90 -4.82 0.101
H -5.97 3.68 -5.98 0.100
H -3.83 4.46 -4.96 0.105
H -3.08 3.41 -2.82 0.076
H -4.48 1.63 -1.81 0.084
N -4.98 -3.84 -0.29 0.045
C -4.72 -4.55 0.81 -0.156
C -5.60 -4.69 1.87 -0.077
C -6.83 -4.05 1.79 -0.078
C -7.12 -3.31 0.66 -0.073
C -6.17 -3.24 -0.35 -0.148
H -3.75 -5.04 0.84 0.088
H -5.33 -5.28 2.73 0.095
H -7.55 -4.13 2.60 0.105
H -8.06 -2.79 0.55 0.101
H -6.36 -2.67 -1.25 0.106
N 12.25 0.62 -2.41 0.053
C 13.50 0.20 -2.23 -0.159
C 14.16 0.24 -1.01 -0.077
C 13.48 0.75 0.08 -0.082
C 12.18 1.18 -0.08 -0.092
C 11.61 1.09 -1.34 -0.171
H 14.00 -0.18 -3.12 0.101
H 15.18 -0.11 -0.93 0.099
H 13.96 0.80 1.05 0.105
H 11.61 1.58 0.75 0.071
H 10.59 1.42 -1.52 0.074
N -3.52 -7.49 2.00 0.055
C -2.48 -7.93 2.71 -0.149
C -2.42 -9.21 3.26 -0.072
C -3.49 -10.06 3.07 -0.079
C -4.58 -9.62 2.34 -0.070
C -4.54 -8.33 1.83 -0.152
H -1.67 -7.23 2.84 0.104
H -1.55 -9.51 3.82 0.101
H -3.47 -11.06 3.48 0.106
H -5.43 -10.25 2.16 0.102
H -5.37 -7.94 1.24 0.104
N -2.87 -5.22 -4.87 0.049
C -1.58 -5.55 -4.82 -0.167
C -0.86 -5.64 -3.64 -0.084
C -1.51 -5.38 -2.44 -0.082
C -2.85 -5.03 -2.47 -0.068
C -3.48 -4.96 -3.71 -0.151
H -1.11 -5.75 -5.77 0.099
H 0.19 -5.92 -3.66 0.096
H -0.98 -5.44 -1.50 0.101
H -3.40 -4.81 -1.57 0.055
H -4.53 -4.70 -3.78 0.102
```

Computed properties:
highest occupied orbital energy	-0.336	Ha
LUMO energy	-0.966	eV
gap between HOMO and LUMO	8.167	eV
maximum force	0.01786	Eh/bohr
net charge	0

---

Record 2
A 4-piece molecular cluster, C52H53F7N2O12S3Si overall. Source: OMol25; level of theory: the ωB97M-V functional and the def2-TZVPD basis.

Geometry as XYZ:
```
130
Properties=species:S:1:pos:R:3:lowdin_charge:R:1
C 3.64 -2.29 6.02 -0.092
C 2.76 -1.27 5.28 -0.256
C 2.76 0.14 5.90 -0.170
C 3.36 1.22 5.04 -0.220
C 4.43 1.96 5.51 -0.059
C 5.00 2.98 4.75 -0.602
S 6.34 3.93 5.44 0.769
C 4.49 3.28 3.50 -0.064
C 3.41 2.56 2.99 -0.313
C 2.86 1.55 3.76 -0.368
S 1.47 0.64 3.15 1.112
C 0.73 1.85 2.08 -0.343
C 1.54 2.81 1.49 -0.241
C 0.97 3.69 0.59 0.050
C -0.37 3.62 0.24 -0.221
N -0.78 4.54 -0.79 0.087
C -1.21 2.66 0.85 -0.023
C -2.65 2.50 0.39 -0.459
F -3.46 2.14 1.41 0.079
F -3.17 3.71 0.01 0.064
C -2.76 1.53 -0.79 -0.116
C -3.79 0.40 -0.62 -0.198
Si -3.10 -1.33 -0.24 0.633
C -3.69 -1.84 1.49 -0.161
C -1.22 -1.41 -0.24 -0.150
C -3.73 -2.63 -1.46 -0.250
C -4.91 -3.31 -1.19 -0.102
C -5.41 -4.28 -2.05 -0.078
C -4.71 -4.58 -3.22 -0.082
C -3.53 -3.91 -3.50 -0.085
C -3.05 -2.95 -2.63 -0.098
C -0.65 1.78 1.80 -0.153
C -1.43 0.68 2.49 -0.178
C -1.74 0.96 3.98 -0.139
C -2.55 2.24 4.26 -0.064
C -4.01 1.96 4.51 -0.443
F -4.72 3.10 4.37 0.120
F -4.52 1.07 3.63 0.112
C -4.30 1.39 5.95 -0.566
F -5.16 2.16 6.59 0.182
F -4.81 0.17 5.88 0.171
F -3.20 1.32 6.69 0.162
N 2.95 2.92 1.68 -0.068
C 3.66 2.23 0.55 -0.413
S 4.99 1.13 1.11 0.917
C 5.82 0.61 -0.44 -0.507
C 5.30 1.26 -1.71 -0.158
H 4.44 -2.63 5.37 0.067
H 4.09 -1.88 6.92 0.063
H 3.08 -3.17 6.31 0.064
H 1.73 -1.65 5.29 0.095
H 3.04 -1.25 4.24 0.076
H 3.36 0.09 6.80 0.097
H 1.77 0.43 6.22 0.115
H 4.82 1.75 6.50 0.106
H 7.40 3.15 5.15 -0.138
H 4.93 4.07 2.92 0.116
H 1.59 4.43 0.12 0.126
H -1.14 4.06 -1.60 0.062
H -1.48 5.18 -0.45 0.079
H -3.03 2.13 -1.66 0.088
H -1.77 1.15 -1.02 0.103
H -4.32 0.30 -1.57 0.075
H -4.56 0.63 0.12 0.076
H -2.87 -1.78 2.21 0.018
H -4.51 -1.22 1.84 0.030
H -4.01 -2.89 1.50 0.028
H -0.82 -1.77 -1.18 0.021
H -0.73 -0.48 0.05 0.014
H -0.94 -2.15 0.51 0.041
H -5.48 -3.10 -0.29 0.094
H -6.32 -4.81 -1.84 0.102
H -5.10 -5.33 -3.89 0.080
H -2.99 -4.17 -4.40 0.097
H -2.12 -2.44 -2.86 0.090
H -0.84 -0.23 2.49 0.083
H -2.36 0.43 1.99 0.077
H -0.82 1.00 4.54 0.083
H -2.33 0.10 4.32 0.118
H -2.43 2.98 3.48 0.122
H -2.17 2.70 5.17 0.128
H 4.02 3.00 -0.12 0.078
H 2.93 1.64 0.01 0.085
H 6.88 0.80 -0.35 0.026
H 5.64 -0.46 -0.53 0.061
H 5.86 0.94 -2.58 0.076
H 5.43 2.34 -1.64 0.066
H 4.24 1.08 -1.85 0.066
C 10.57 0.05 0.13 0.076
C 11.72 0.02 0.83 -0.235
C 12.53 1.26 1.09 -0.314
O 13.54 1.14 1.74 0.111
C 12.05 2.52 0.54 0.076
C 10.91 2.55 -0.16 -0.234
C 10.09 1.31 -0.39 -0.306
O 9.06 1.43 -1.03 0.092
O 10.41 3.66 -0.69 0.119
O 12.22 -1.09 1.34 0.120
H 9.98 -0.83 -0.06 0.136
H 12.65 3.40 0.72 0.137
H 9.58 3.40 -1.13 0.120
H 13.05 -0.83 1.80 0.122
C -5.88 4.17 -5.80 0.075
C -6.85 4.57 -4.98 -0.236
C -6.63 4.72 -3.50 -0.309
O -7.56 5.11 -2.82 0.116
C -5.31 4.39 -2.96 0.084
C -4.35 3.98 -3.79 -0.230
C -4.56 3.85 -5.27 -0.314
O -3.62 3.49 -5.95 0.109
O -3.12 3.66 -3.38 0.085
O -8.07 4.87 -5.39 0.118
H -6.03 4.06 -6.87 0.136
H -5.16 4.48 -1.89 0.134
H -2.63 3.41 -4.18 0.123
H -8.57 5.14 -4.59 0.121
C -3.70 -9.45 -6.51 0.076
C -3.85 -8.14 -6.29 -0.233
C -5.17 -7.45 -6.48 -0.311
O -5.22 -6.25 -6.24 0.094
C -6.30 -8.23 -6.93 0.074
C -6.15 -9.54 -7.16 -0.237
C -4.84 -10.24 -6.95 -0.314
O -4.80 -11.44 -7.16 0.110
O -7.14 -10.32 -7.58 0.118
O -2.86 -7.35 -5.88 0.115
H -2.75 -9.96 -6.37 0.136
H -7.24 -7.72 -7.08 0.137
H -6.76 -11.22 -7.66 0.121
H -3.24 -6.46 -5.80 0.108
```

Computed properties:
highest occupied orbital energy	-0.295	Ha
LUMO energy	-1.663	eV
gap between HOMO and LUMO	6.356	eV
maximum force	0.02473	Eh/bohr
net charge	0